one | A molecular structure, C5H6O2, computed with ωB97M-V/def2-TZVPD.

Properties
Multiplicity: 1
Lowest unoccupied orbital energy (spin up / spin down) in eV: -0.1 / -0.1
Kohn-Sham gap (spin up / spin down) in eV: 9.054 / 9.055
HOMO (spin up / spin down) in eV: -9.141 / -9.141

Geometry as XYZ:
```
13
Properties=species:S:1:pos:R:3:lowdin_charge:R:1
C -1.368 -1.267 -0.008 -0.06
C -0.576 -0.217 0.709 -0.20
O 1.127 -0.761 0.126 0.06
C 1.887 0.043 -0.397 -0.47
O 3.006 0.076 -0.850 0.09
C -0.663 1.121 0.370 -0.09
C 0.126 1.927 -0.186 0.07
H -1.485 -1.024 -1.069 0.10
H -2.358 -1.283 0.463 0.09
H -0.921 -2.261 0.095 0.09
H -0.329 -0.453 1.743 0.14
H 1.248 1.162 -0.449 0.09
H 0.306 2.938 -0.547 0.08
```

two | A single C5H6O2 molecule, computed with ωB97M-V/def2-TZVPD.

Properties
Multiplicity: 1
Lowest unoccupied orbital energy in eV: 0.9
SMILES string: O=C[C@H]1O[C@H]2C[C@H]21
Kohn-Sham gap in eV: 10.449
HOMO in eV: -9.580

Geometry as XYZ:
```
13
Properties=species:S:1:pos:R:3:lowdin_charge:R:1
O 1.720 1.780 -1.168 0.07
C 1.643 0.948 -0.295 -0.18
C 0.849 -0.364 -0.482 -0.23
O 0.683 -1.078 0.764 -0.05
C -0.761 -0.985 0.652 -0.22
C -1.244 0.397 0.534 -0.07
C -0.663 -0.263 -0.677 -0.12
H 2.136 1.033 0.704 0.14
H 1.328 -0.980 -1.256 0.16
H -1.399 -1.673 1.186 0.14
H -2.333 0.420 0.521 0.12
H -0.764 1.160 1.127 0.12
H -1.195 -0.396 -1.611 0.14
```

Result of the stability comparison: one is the least stable of them.

one | 4 unconnected molecules or ions with the total composition C3H15NO3, computed with ωB97M-V/def2-TZVPD.

Properties
Multiplicity: 1
Lowest unoccupied orbital energy in eV: 0.6
SMILES string: CCCN.O.O.O
Kohn-Sham gap in eV: 10.370
HOMO in eV: -9.802

Geometry as XYZ:
```
22
Properties=species:S:1:pos:R:3:lowdin_charge:R:1
C 2.142 2.042 1.332 -0.10
C 2.651 0.780 0.631 -0.29
C 2.116 0.544 -0.764 -0.29
N 2.345 -0.879 -1.155 -0.02
H 1.308 1.850 1.987 0.06
H 2.948 2.475 1.909 0.06
H 1.836 2.773 0.588 0.07
H 2.330 -0.101 1.202 0.08
H 3.737 0.675 0.718 0.11
H 1.043 0.675 -0.756 0.10
H 2.575 1.245 -1.463 0.11
H 2.534 -0.895 -2.155 0.06
H 3.215 -1.165 -0.710 0.06
O -2.471 -0.865 0.652 -0.07
H -2.454 0.061 0.918 0.03
H -1.628 -1.186 1.010 -0.01
O 0.468 -1.505 1.553 -0.06
H 0.227 -2.224 2.148 0.05
H 0.712 -1.938 0.723 0.04
O -6.050 0.315 -2.314 -0.06
H -5.257 0.818 -2.093 0.03
H -6.035 -0.418 -1.687 0.03
```

two | 4 unconnected molecules or ions with the total composition C3H15NO3, computed with ωB97M-V/def2-TZVPD.

Properties
Multiplicity: 1
Lowest unoccupied orbital energy in eV: 0.4
SMILES string: CCCN.O.O.O
Kohn-Sham gap in eV: 9.748
HOMO in eV: -9.355

Geometry as XYZ:
```
22
Properties=species:S:1:pos:R:3:lowdin_charge:R:1
C -0.736 3.220 -0.657 -0.11
C -1.188 1.794 -0.065 -0.26
C -0.310 1.143 1.027 -0.32
N 0.940 0.509 0.510 -0.01
H 0.267 3.196 -1.094 0.05
H -0.791 4.021 0.162 0.07
H -1.364 3.686 -1.450 0.06
H -2.300 1.709 0.014 0.10
H -1.178 1.063 -0.912 0.08
H -0.928 0.501 1.691 0.10
H -0.116 1.980 1.874 0.13
H 1.150 0.091 1.408 0.04
H 1.763 1.196 0.518 0.10
O -0.313 -4.433 0.379 -0.06
H -1.144 -4.544 -0.145 0.08
H -0.370 -4.920 1.202 0.05
O 0.345 -0.250 -2.561 -0.05
H 1.105 -0.052 -2.091 -0.03
H 0.231 -1.202 -2.342 0.06
O 1.572 -2.556 1.094 -0.09
H 0.963 -3.158 0.672 -0.04
H 2.404 -2.992 0.765 0.06
```

Result of the stability comparison: two is the least stable of them.

one | A gas-phase ion, C3H7N2 (charge +1), computed with ωB97M-V/def2-TZVPD.

Properties
Multiplicity: 1
Net charge: +1
Lowest unoccupied orbital energy in eV: -3.8
SMILES string: CN1CC1=[NH2+]
Kohn-Sham gap in eV: 11.470
HOMO in eV: -15.287

Geometry as XYZ:
```
12
Properties=species:S:1:pos:R:3:lowdin_charge:R:1
C -1.744 0.153 0.072 0.05
N -0.321 0.096 0.320 -0.04
C 0.763 -0.160 1.251 0.09
C 0.792 -0.122 -0.356 -0.17
N 1.454 0.018 -1.424 0.25
H -2.216 -0.697 0.280 0.06
H -1.954 1.010 0.749 0.14
H -1.973 0.288 -0.913 0.08
H 0.689 -1.127 1.900 0.16
H 1.046 0.698 1.750 0.08
H 2.445 0.171 -1.358 0.15
H 1.019 -0.327 -2.271 0.16
```

two | A gas-phase ion, C3H7N2 (charge +1), computed with ωB97M-V/def2-TZVPD.

Properties
Multiplicity: 1
Net charge: +1
Lowest unoccupied orbital energy in eV: -3.9
SMILES string: C1=NCC[NH2+]1
Kohn-Sham gap in eV: 11.864
HOMO in eV: -15.788

Geometry as XYZ:
```
12
Properties=species:S:1:pos:R:3:lowdin_charge:R:1
C -1.029 0.880 -0.147 -0.10
N -1.515 -0.241 -0.018 0.10
C -0.450 -1.200 -0.024 -0.16
C 0.924 -0.370 0.019 -0.06
N 0.446 1.046 0.142 0.11
H -1.668 1.643 -0.560 0.15
H -0.593 -1.706 1.083 0.18
H -0.547 -1.976 -0.822 0.14
H 1.347 -0.417 -1.043 0.16
H 1.456 -0.756 0.842 0.11
H 1.029 1.561 -0.515 0.18
H 0.599 1.536 1.043 0.20
```

three | A gas-phase ion, C3H7N2 (charge +1), computed with ωB97M-V/def2-TZVPD.

Properties
Multiplicity: 1
Net charge: +1
Lowest unoccupied orbital energy (spin up / spin down) in eV: -6.1 / -5.1
Kohn-Sham gap (spin up / spin down) in eV: 5.977 / 8.070
HOMO (spin up / spin down) in eV: -12.101 / -13.155

Geometry as XYZ:
```
12
Properties=species:S:1:pos:R:3:lowdin_charge:R:1
C 1.722 -0.539 -0.225 0.12
C 0.002 0.825 0.016 -0.11
C -2.077 -0.940 -0.028 0.11
N 1.070 0.193 0.557 0.00
N -1.515 0.048 -0.447 0.00
H 2.569 -1.126 0.158 0.13
H 1.604 -0.287 -1.264 0.12
H -0.620 1.536 0.736 0.18
H 0.356 1.330 -0.825 0.10
H -1.844 -1.710 0.710 0.08
H 0.806 -0.175 1.386 0.13
H -2.073 0.845 -0.775 0.14
```

Result of the stability comparison: three is the least stable of them.

one | A molecular structure, C3HN3O, computed with ωB97M-V/def2-TZVPD.

Properties
Multiplicity: 1
Lowest unoccupied orbital energy in eV: -1.6
Kohn-Sham gap in eV: 8.906
HOMO in eV: -10.534

Geometry as XYZ:
```
8
Properties=species:S:1:pos:R:3:lowdin_charge:R:1
C -1.504 -0.919 0.614 -0.21
C -0.983 1.488 0.768 -0.19
C -0.515 0.114 0.651 -0.33
N -2.360 -1.670 0.550 0.20
N -1.135 2.597 0.549 0.20
N 0.323 -0.137 1.818 -0.03
O 1.494 -0.384 1.861 0.09
H 0.088 0.109 -0.625 0.27
```

two | 2 unconnected molecules or ions with the total composition C3HN3O, computed with ωB97M-V/def2-TZVPD.

Properties
Multiplicity: 1
Lowest unoccupied orbital energy (spin up / spin down) in eV: -0.8 / -0.8
Kohn-Sham gap (spin up / spin down) in eV: 9.455 / 9.456
HOMO (spin up / spin down) in eV: -10.292 / -10.293

Geometry as XYZ:
```
8
Properties=species:S:1:pos:R:3:lowdin_charge:R:1
C -0.101 -0.353 1.326 -0.07
C -0.072 -3.746 0.193 -0.11
C 0.741 -3.062 -0.755 -0.42
N -0.107 0.583 0.630 0.03
N -0.593 -4.330 1.021 0.21
N 1.901 -2.928 -1.198 0.25
O 0.638 -2.471 -1.941 0.01
H 0.148 1.467 0.167 0.10
```

three | 2 unconnected molecules or ions with the total composition C3HN3O, computed with ωB97M-V/def2-TZVPD.

Properties
Multiplicity: 1
Lowest unoccupied orbital energy (spin up / spin down) in eV: -2.1 / -2.1
Kohn-Sham gap (spin up / spin down) in eV: 9.565 / 9.600
HOMO (spin up / spin down) in eV: -11.625 / -11.658

Geometry as XYZ:
```
8
Properties=species:S:1:pos:R:3:lowdin_charge:R:1
C -0.487 -1.057 -0.482 -0.16
C -0.632 1.248 -0.237 -0.15
C -0.482 0.216 -1.240 -0.39
N -0.503 -2.145 -0.081 0.20
N -0.743 1.977 0.628 0.22
N 1.618 -0.378 1.384 0.13
O -0.279 0.309 -2.422 0.18
H 1.509 -0.170 2.449 -0.03
```

Result of the stability comparison: three is the least stable of them.

one | 2 unconnected molecules or ions with the total composition C4H8N, computed with ωB97M-V/def2-TZVPD.

Properties
Multiplicity: 1
Net charge: +1
Lowest unoccupied orbital energy in eV: -3.6
Kohn-Sham gap in eV: 12.763
HOMO in eV: -16.324

Geometry as XYZ:
```
13
Properties=species:S:1:pos:R:3:lowdin_charge:R:1
C -0.848 0.829 0.793 0.05
C -0.779 -1.173 -0.219 0.01
C 0.192 -0.114 0.219 -0.29
C 1.635 0.201 -0.042 0.03
N -1.029 0.228 -0.542 0.03
H -1.684 0.655 1.506 0.15
H -0.602 1.812 0.793 0.10
H -0.211 -1.948 -1.476 0.28
H -1.248 -1.899 0.447 0.12
H 1.771 0.825 -0.846 0.07
H 2.140 -0.745 -0.146 0.09
H 1.981 0.634 0.948 0.13
H -1.318 0.695 -1.434 0.23
```

two | 2 unconnected molecules or ions with the total composition C4H8N, computed with ωB97M-V/def2-TZVPD.

Properties
Multiplicity: 1
Net charge: +1
Lowest unoccupied orbital energy in eV: -5.2
Kohn-Sham gap in eV: 11.303
HOMO in eV: -16.538

Geometry as XYZ:
```
13
Properties=species:S:1:pos:R:3:lowdin_charge:R:1
C 1.040 -0.983 -0.300 -0.01
C 0.729 0.726 1.003 0.00
C 1.149 0.448 -0.353 -0.12
C -1.418 -0.020 -0.052 -0.01
N -0.065 -0.147 0.113 -0.22
H 1.009 -1.550 -1.275 0.16
H 1.763 -1.505 0.352 0.15
H 1.391 0.504 1.801 0.13
H 0.288 1.750 1.058 0.15
H 0.738 1.544 -1.713 0.34
H -1.458 0.903 -0.672 0.11
H -1.995 -0.944 -0.534 0.17
H -1.845 0.104 0.973 0.13
```

Result of the stability comparison: two is the least stable of them.